1.
Computed, not measured: C18H30CdFO12P2 as an isolated structure at a distorted geometry, with wB97M-V/def2-TZVPD.

The total charge is +2. Its spin multiplicity is 2. As for the energy: -2556.5705 hartree. For the HOMO energy (spin up / spin down), the calculation gives -12.64 / -12.64 eV. The value obtained for the LUMO energy (spin up / spin down) is -8.78 / -9.19 eV. For the max |F|, the calculation gives 4.50 eV/Å.

Each line ends with the Mulliken charge.
Element x y z (Å)
Cd -1.970 -1.686 1.342  1.564
F -0.996 -0.948 -0.233  -0.471
C 2.328 -0.710 3.238  -0.546
C 3.153 -0.676 4.358  -0.550
C 2.870 -1.425 5.432  0.777
C 1.794 -2.266 5.522  -0.614
C 0.939 -2.427 4.352  -0.768
C 1.200 -1.543 3.269  0.623
O 0.375 -1.443 2.205  -0.287
O 3.733 -1.440 6.507  -0.533
H 2.570 0.015 2.475  0.435
H 4.034 -0.071 4.206  0.294
H 1.556 -2.851 6.399  0.440
H 0.119 -3.125 4.282  0.309
H 0.852 -1.237 1.397  0.148
H 4.511 -0.941 6.249  0.285
C -3.012 -4.589 -3.216  -0.273
C -2.159 -3.755 -2.561  -0.539
C -1.117 -3.105 -3.337  0.761
C -0.959 -3.465 -4.717  -0.552
C -1.840 -4.330 -5.320  -0.531
C -2.882 -4.884 -4.561  0.887
O -3.693 -5.908 -4.993  -0.405
O -0.313 -2.188 -2.751  -0.317
H -3.747 -5.035 -2.563  0.250
H -2.410 -3.452 -1.556  0.172
H -0.143 -2.925 -5.174  0.445
H -1.576 -4.648 -6.317  0.444
H -4.226 -6.301 -4.298  0.335
H -0.564 -1.843 -1.891  0.233
C -1.502 3.961 2.721  -0.681
O -1.453 2.604 2.155  -0.242
P -2.764 1.657 2.148  -0.029
O -2.250 0.283 1.917  0.266
O -3.615 2.026 3.540  -0.257
C -4.878 1.508 3.853  -0.630
O -3.694 2.227 0.964  -0.255
C -3.336 2.030 -0.378  -0.358
H -0.819 4.598 2.159  0.274
H -1.196 3.964 3.767  0.278
H -2.493 4.394 2.584  0.329
H -5.730 2.139 3.598  0.283
H -5.068 1.406 4.921  0.278
H -4.976 0.509 3.429  0.257
H -4.022 1.286 -0.784  0.267
H -2.353 1.568 -0.469  -0.007
H -3.371 2.946 -0.968  0.296
C 5.563 2.017 -2.320  -0.620
O 4.235 1.649 -2.346  -0.255
P 3.075 2.763 -1.879  1.051
O 3.090 3.243 -0.462  -0.696
O 1.743 2.019 -2.368  -0.319
C 1.125 1.170 -1.417  -0.658
O 3.304 3.953 -2.976  -0.341
C 3.101 3.540 -4.324  -0.748
H 5.645 2.673 -1.453  0.322
H 5.637 2.591 -3.244  0.214
H 6.284 1.200 -2.319  0.228
H 1.791 0.592 -0.776  0.337
H 0.630 0.437 -2.054  0.165
H 0.439 1.768 -0.817  0.297
H 2.842 2.502 -4.529  0.333
H 4.094 3.736 -4.729  0.328
H 2.493 4.243 -4.894  0.279

***

2.
Computed, not measured: a 3-piece molecular cluster, C22H34N4O4S overall at a distorted geometry, with wB97M-V/def2-TZVPD.

As for the energy: -1776.2968 hartree. Its SMILES is CCCCc1c(N=C=O)c(N)c(CCCO)c2nsnc12.C1CCOC1.C1CCOC1. Its energy above the lowest of the compared OMol25 structures with the same formula, charge and spin is 371.65 kcal/mol. For the HOMO energy, the calculation gives -7.74 eV. The value obtained for the LUMO energy is -1.22 eV. For the max |F|, the calculation gives 11.23 eV/Å.

Each line ends with the Mulliken charge.
Element x y z (Å)
C -2.062 0.628 2.005  -0.463
C -2.003 -1.002 1.996  -0.280
C -0.706 -1.696 2.684  -0.666
C 0.577 -0.740 2.994  -0.428
C 1.673 -0.600 1.784  0.167
C 3.288 -0.647 2.218  -0.320
N 3.763 -0.857 3.658  -0.578
C 4.224 0.374 4.064  0.788
O 4.692 1.583 4.412  -0.475
C 4.445 -0.456 1.025  0.367
N 5.935 -0.491 1.417  -0.608
C 4.049 -0.223 -0.560  0.028
C 5.137 0.018 -1.783  -0.642
C 4.798 1.546 -2.373  -0.294
C 6.121 2.529 -2.303  -0.460
O 6.150 3.187 -0.965  -0.509
C 2.444 -0.208 -1.032  0.258
N 1.838 -0.041 -2.408  -0.491
S 0.074 -0.110 -2.198  0.159
N 0.003 -0.309 -0.455  -0.241
C 1.367 -0.395 0.190  0.256
H -1.658 1.140 2.990  0.211
H -3.215 0.933 1.948  -0.086
H -1.551 1.161 1.092  0.223
H -2.994 -1.407 2.520  0.329
H -2.082 -1.371 0.871  0.175
H -1.050 -2.173 3.712  0.308
H -0.366 -2.616 2.003  0.256
H 0.336 0.341 3.372  0.259
H 1.163 -1.261 3.896  0.344
H 6.102 -1.270 2.122  0.280
H 6.528 -0.760 0.598  0.265
H 4.814 -0.717 -2.653  0.259
H 6.256 -0.089 -1.458  0.281
H 3.991 2.044 -1.648  0.183
H 4.288 1.513 -3.433  0.301
H 5.956 3.395 -3.090  0.224
H 7.084 1.886 -2.503  0.301
H 5.280 3.702 -0.940  0.314
C -6.585 2.084 4.938  -0.504
C -7.042 2.282 3.516  -0.567
C -5.812 1.882 2.730  -0.442
O -5.127 0.889 3.507  -0.342
C -5.702 0.862 4.820  -0.473
H -7.405 1.951 5.649  0.322
H -5.989 2.946 5.260  0.268
H -7.868 1.597 3.293  0.273
H -7.374 3.300 3.298  0.318
H -5.132 2.730 2.596  0.302
H -6.059 1.473 1.746  0.300
H -6.287 -0.060 4.909  0.267
H -4.907 0.844 5.571  0.270
C -0.755 -3.274 -5.921  -0.542
C -1.886 -2.414 -6.423  -0.534
C -1.823 -1.229 -5.484  -0.453
O -0.450 -1.075 -5.099  -0.316
C 0.274 -2.241 -5.517  -0.373
H -0.378 -3.982 -6.664  0.327
H -1.082 -3.840 -5.041  0.270
H -1.678 -2.089 -7.449  0.255
H -2.857 -2.915 -6.413  0.322
H -2.407 -1.411 -4.575  0.260
H -2.181 -0.306 -5.950  0.294
H 0.904 -1.956 -6.366  0.268
H 0.918 -2.585 -4.704  0.235

***

3.
Computed, not measured: C11H30CrO2P2 as an isolated structure at a distorted geometry, with wB97M-V/def2-TZVPD.

Its spin multiplicity is 5. As for the energy: -2314.6485 hartree. For the HOMO energy (spin up / spin down), the calculation gives -6.80 / -7.85 eV. The value obtained for the LUMO energy (spin up / spin down) is 0.58 / 0.41 eV. For the max |F|, the calculation gives 1.79 eV/Å.

Each line ends with the Mulliken charge.
Element x y z (Å)
Cr 0.690 0.013 -1.324  -0.595
H -4.293 -0.343 -1.116  -0.009
H -4.291 0.385 -1.094  0.003
P 0.110 -2.104 -1.552  1.345
P 0.133 2.119 -1.557  1.396
C 1.532 3.143 -1.004  -1.406
H 1.272 4.198 -1.118  0.431
H 1.782 2.938 0.042  0.315
H 2.433 2.937 -1.593  0.327
C -0.302 2.769 -3.154  -1.252
H -1.314 2.512 -3.441  0.376
H -0.209 3.848 -3.150  0.406
H 0.356 2.384 -3.929  0.341
C -1.238 2.643 -0.507  -1.043
H -1.092 2.459 0.560  0.103
H -1.343 3.715 -0.651  0.403
H -2.189 2.167 -0.757  0.226
C -0.127 -2.786 -3.199  -1.209
H -0.073 -3.872 -3.171  0.403
H -1.091 -2.488 -3.606  0.361
H 0.643 -2.424 -3.884  0.342
C 1.452 -3.145 -0.830  -1.331
H 1.524 -2.938 0.252  0.250
H 1.225 -4.209 -0.997  0.427
H 2.431 -2.906 -1.283  0.315
C -1.358 -2.662 -0.658  -1.088
H -2.273 -2.159 -0.974  0.233
H -1.461 -3.723 -0.866  0.395
H -1.322 -2.533 0.430  0.177
C 1.651 0.066 0.641  -0.265
O 2.631 0.118 1.360  -0.568
H 1.443 0.002 -2.780  -0.030
C 1.082 -1.129 3.382  -1.692
C 0.287 -0.002 2.760  1.510
C -1.174 -0.236 3.152  -1.691
C 0.682 1.353 3.317  -1.609
O 0.340 -0.038 1.339  0.412
H 0.982 -1.201 4.478  0.416
H 2.136 -1.063 3.146  0.362
H 0.694 -2.068 2.979  0.365
H -1.167 -0.221 4.256  0.441
H -1.885 0.540 2.836  0.352
H -1.602 -1.207 2.856  0.286
H 1.712 1.633 3.081  0.346
H 0.014 2.120 2.914  0.327
H 0.567 1.394 4.414  0.397

***

4.
Computed, not measured: C11H31N3O10PS2 as an isolated structure, with wB97M-V/def2-TZVPD.

The total charge is -1. As for the energy: -2492.1238 hartree. For the HOMO energy, the calculation gives -5.43 eV. The value obtained for the LUMO energy is 2.72 eV. For the max |F|, the calculation gives 0.90 eV/Å.

Each line ends with the Mulliken charge.
Element x y z (Å)
N -2.277 3.627 0.495  -0.769
C -2.180 3.028 1.837  -0.602
C -3.280 1.979 2.031  0.427
O -4.371 2.580 2.779  -0.641
C -2.816 0.761 2.821  -1.334
S -3.220 -0.831 2.107  1.095
O -4.340 -0.588 1.217  -0.704
O -3.491 -1.692 3.229  -0.793
N -1.926 -1.419 1.360  -0.496
S -1.439 -0.603 0.078  0.978
O -1.570 0.850 0.215  -0.539
O -0.089 -1.038 -0.214  -0.824
P -2.512 -1.241 -1.763  0.265
N -3.982 -1.905 -1.239  -0.711
O -2.999 0.228 -2.273  -0.518
H -1.674 4.442 0.458  0.267
H -1.896 2.965 -0.175  0.292
H -2.316 3.816 2.574  0.482
H -1.214 2.531 1.968  0.243
H -3.681 1.691 1.062  0.456
H -5.084 2.767 2.163  0.372
H -3.371 0.751 3.758  0.440
H -1.758 0.811 3.069  0.448
H -3.777 -2.450 -0.400  0.347
H -4.609 -1.164 -0.925  0.355
H -2.393 0.913 -1.941  0.347
C 2.960 2.508 -4.292  -0.711
O 2.855 3.631 -3.438  -0.369
C 1.636 4.340 -3.584  -0.658
C 0.639 3.988 -2.502  -0.445
O 0.206 2.648 -2.602  -0.334
C 0.833 1.767 -1.667  -0.624
H 3.817 1.924 -3.960  0.246
H 2.066 1.882 -4.245  0.299
H 3.128 2.823 -5.329  0.326
H 1.196 4.150 -4.569  0.331
H 1.873 5.408 -3.518  0.383
H -0.243 4.629 -2.622  0.376
H 1.068 4.184 -1.514  0.356
H 0.440 1.943 -0.667  0.231
H 1.920 1.883 -1.670  0.441
H 0.583 0.750 -1.957  0.168
C 4.547 -4.742 2.588  -0.725
O 4.406 -4.604 1.189  -0.370
C 3.372 -5.412 0.645  -0.577
C 2.099 -4.633 0.400  -0.359
O 1.512 -4.192 1.606  -0.386
C 1.749 -2.814 1.879  -0.247
H 5.205 -3.944 2.931  0.246
H 3.586 -4.653 3.099  0.319
H 5.004 -5.707 2.839  0.320
H 3.166 -6.261 1.306  0.310
H 3.740 -5.806 -0.309  0.362
H 1.378 -5.295 -0.093  0.378
H 2.291 -3.789 -0.269  0.270
H 1.172 -2.180 1.201  -0.059
H 2.813 -2.573 1.791  0.351
H 1.427 -2.627 2.902  0.270